# 1
DFT (wB97M-V/def2-TZVPD) results for C45H51N8OSScSe as an isolated structure at a distorted geometry.

Geometry as XYZ:
```
108
Properties=species:S:1:pos:R:3:forces:R:3
Sc 1.0100 -0.0690 0.3383 0.7 -0.7 -0.2
C -2.5720 5.0585 0.0559 0.0 0.0 -0.1
C -2.0697 4.8814 1.4885 0.1 0.0 0.1
C -1.6016 3.4996 1.8544 -0.1 0.0 0.0
C -2.4118 2.4788 2.4792 0.1 0.0 -0.1
C -3.8812 2.5302 2.7529 -0.1 0.0 0.1
C -4.7171 2.0573 1.5612 0.0 0.0 -0.1
C -1.6685 1.3347 2.5230 0.1 -0.1 -0.1
N -0.3095 1.6276 2.1104 0.0 0.4 0.3
C -0.3885 2.9704 1.5794 0.1 -0.1 0.0
C 0.5626 3.4635 0.5594 0.0 -0.1 0.0
C 1.6209 2.4285 -1.1465 -0.1 0.1 0.1
C 2.5714 3.0684 -2.1142 0.0 0.0 0.0
C 2.8254 4.5369 -2.1401 0.0 0.0 0.0
C 1.6428 5.3370 -2.6915 0.0 0.0 0.0
C 3.1119 2.0878 -2.8512 0.0 -0.1 0.0
C 2.5189 0.8017 -2.4066 0.0 0.2 0.0
C 2.7410 -0.4366 -2.9017 -0.1 -0.2 0.1
C 2.0084 -1.5888 -2.4288 0.1 0.2 -0.1
N 1.1372 -1.5857 -1.3757 0.0 -0.1 0.0
C 0.5970 -2.8498 -1.3357 -0.1 0.1 0.1
C -0.3994 -3.2724 -0.4179 0.1 -0.1 0.0
C -1.0509 -2.6088 0.5692 0.0 0.2 0.0
N -0.9042 -1.2692 0.9772 -0.1 0.0 0.0
C -1.7470 -1.1146 2.0372 -0.1 0.0 0.1
C -2.0482 0.0042 2.8097 -0.1 -0.1 0.0
C -2.4525 -2.3736 2.3219 0.0 0.1 0.0
C -2.0282 -3.2739 1.4137 0.0 -0.1 0.0
C -2.4898 -4.6886 1.2537 0.0 0.0 0.0
C -3.5215 -4.8543 0.1358 0.0 0.0 0.0
C -3.4783 -2.5567 3.3943 0.0 0.0 0.1
C -4.8728 -2.0676 2.9930 0.0 0.0 0.0
C 1.1411 -3.6594 -2.3458 0.0 -0.1 -0.1
C 2.0480 -2.8553 -3.0430 -0.1 -0.1 0.0
C 2.8546 -3.2133 -4.2521 0.1 0.0 0.0
C 2.1817 -2.8230 -5.5708 0.0 0.0 0.0
C 0.7665 -5.0789 -2.6449 0.0 0.0 0.0
C -0.5288 -5.2108 -3.4509 0.0 0.0 0.0
N 1.6482 1.0613 -1.3994 0.0 -0.2 0.2
C 4.0993 2.2122 -3.9685 0.1 0.0 0.0
C 3.4245 2.5290 -5.3042 0.0 0.0 0.0
H -2.9392 6.0773 -0.0994 0.0 0.0 0.0
H -3.3735 4.3568 -0.1745 0.0 0.0 0.0
H -1.7796 4.8587 -0.6647 0.0 0.0 0.0
H -2.8610 5.1708 2.1867 0.0 0.0 0.0
H -1.2487 5.5873 1.6584 0.0 0.0 0.0
H -4.1824 3.5425 3.0450 0.0 0.0 0.0
H -4.1063 1.8952 3.6159 0.0 0.0 0.0
H -4.6019 2.7274 0.7079 0.0 0.0 0.0
H -5.7813 1.9978 1.8093 0.0 0.0 0.0
H -4.3778 1.0703 1.2421 0.0 0.0 0.0
H 0.7362 4.5417 0.6283 0.0 0.0 0.0
H 3.7232 4.7501 -2.7287 0.0 0.0 0.0
H 3.0375 4.8665 -1.1160 0.0 0.0 0.0
H 1.4523 5.0768 -3.7348 0.0 0.0 0.0
H 1.8255 6.4133 -2.6310 0.0 0.0 0.0
H 0.7288 5.1159 -2.1365 0.0 0.0 0.0
H 3.4481 -0.5777 -3.7090 0.0 0.0 0.0
H -0.6932 -4.3116 -0.5302 0.0 0.0 0.0
H -2.8955 -0.1054 3.4750 0.0 0.0 0.0
H -2.9218 -5.0359 2.1969 0.0 0.0 0.0
H -1.6324 -5.3379 1.0559 0.0 0.0 0.0
H -4.4092 -4.2527 0.3415 0.0 0.0 0.0
H -3.8306 -5.8976 0.0272 0.0 0.0 0.0
H -3.1132 -4.5151 -0.8171 0.0 0.0 0.0
H -3.1574 -2.0305 4.2982 0.0 0.0 0.0
H -3.5368 -3.6154 3.6665 0.0 0.0 0.0
H -4.8424 -1.0183 2.6945 0.0 0.0 0.0
H -5.5872 -2.1699 3.8150 0.0 0.0 0.0
H -5.2492 -2.6363 2.1401 0.0 0.0 0.0
H 3.0586 -4.2905 -4.2597 0.0 0.0 0.0
H 3.8348 -2.7283 -4.1967 0.0 0.0 0.0
H 1.2212 -3.3324 -5.6769 0.0 0.0 0.0
H 2.8010 -3.0718 -6.4391 0.0 0.0 0.0
H 1.9807 -1.7501 -5.5859 0.0 0.0 0.0
H 0.6646 -5.6500 -1.7147 0.0 0.0 0.0
H 1.5794 -5.5603 -3.1996 0.0 0.0 0.0
H -1.3585 -4.7442 -2.9170 0.0 0.0 0.0
H -0.7864 -6.2574 -3.6440 0.0 0.0 0.0
H -0.4350 -4.6970 -4.4099 0.0 0.0 0.0
H 4.6557 1.2764 -4.0564 0.0 0.0 0.0
H 4.8349 2.9879 -3.7325 0.0 0.0 0.0
H 2.6645 1.7794 -5.5295 0.0 0.0 0.0
H 4.1466 2.5475 -6.1253 0.0 0.0 0.0
H 2.9253 3.4995 -5.2651 0.0 0.0 0.0
N 3.0742 -3.8186 0.8144 0.0 0.0 0.0
C 2.7702 -2.5252 1.2242 0.0 0.0 -0.1
S 3.7031 -1.2138 0.6110 -0.2 -0.1 0.0
N 1.7680 -2.4429 2.0663 0.0 0.3 0.0
N 1.4655 -1.1161 2.3515 -0.2 -0.1 -0.1
C 1.0421 -0.8770 3.5206 0.0 0.1 0.0
C 0.8727 0.4858 4.0496 0.1 -0.1 -0.1
C 1.3422 0.5951 5.3623 0.0 0.0 0.0
C 1.5243 1.8088 5.9956 0.0 0.0 0.0
C 1.2461 2.9586 5.2794 0.0 0.1 0.0
C 0.7294 2.8722 3.9966 0.0 0.0 0.1
C 0.4771 1.6502 3.3681 0.0 -0.1 -0.1
O 2.0411 1.5768 1.0561 -0.1 0.3 0.1
H 3.4905 -3.8042 -0.1057 0.0 0.0 0.0
H 2.2510 -4.4074 0.8530 0.0 0.0 0.0
H 0.9912 -1.7028 4.2324 0.0 0.0 0.0
H 1.6168 -0.3230 5.8692 0.0 0.0 0.0
H 1.9046 1.8534 7.0089 0.0 0.0 0.0
H 1.4097 3.9384 5.7132 0.0 0.0 0.0
H 0.4924 3.7869 3.4796 0.0 0.0 0.0
Se -1.2849 2.0022 -1.2187 -0.1 0.0 -0.2
C 0.2070 2.8934 -0.8081 0.1 0.1 0.0
N 1.8775 2.7377 0.3517 0.1 0.1 0.1
```
Forces are in eV/Å.

Gap between HOMO and LUMO in Eh: 0.16465
F_max in eV Å⁻¹: 1.02
Net charge: -2
Total energy in a.u.: -5819.05961
Relative energy (zero: lowest compared OMol25 entry of this formula, charge and spin) in eV: 7.730
M in g/mol: 875.9

Here are the Löwdin charges for atoms 1 to 6, given in e: atom 1 (Sc): 0.928, atom 2 (C): -0.113, atom 3 (C): -0.182, atom 4 (C): -0.166, atom 5 (C): -0.140, atom 6 (C): -0.198

=====

# 2
DFT (wB97M-V/def2-TZVPD) results for a 6-piece molecular cluster, C45H52ClF2N8O13 overall at a distorted geometry.

Geometry as XYZ:
```
121
Properties=species:S:1:pos:R:3:forces:R:3
C 2.8626 -3.4655 1.8398 0.3 -0.1 0.1
C 3.6687 -2.5770 0.7729 0.5 0.3 0.8
C 3.3222 -1.0120 0.8670 -0.3 -0.5 -0.4
C 1.9110 -0.5991 0.2344 0.8 1.0 -0.3
C 1.8876 -0.8732 -1.3485 -0.5 -0.1 0.2
C 1.2075 -2.2694 -1.7697 -0.3 0.5 -0.5
C -0.2938 -2.4195 -1.1550 0.8 0.9 -0.9
C -0.3593 -3.3878 0.1095 0.1 -0.8 -0.9
C -1.8264 -3.8078 0.5804 0.3 1.4 1.2
N -2.4638 -4.8898 -0.2155 -1.4 0.1 2.6
F -2.4786 -4.6331 -1.5606 -0.2 0.0 -0.7
C -3.8209 -5.1942 0.2383 -1.6 -0.4 -0.5
N -4.2744 -6.4210 -0.0885 0.3 1.7 0.3
N -4.7428 -4.3123 0.9451 4.0 -2.0 -0.5
C -4.0972 -3.1243 1.5580 -1.4 2.2 0.8
F -5.1055 -2.0958 1.5593 1.8 -2.2 -0.1
Cl -3.7901 -3.5034 3.3270 -0.1 0.2 -1.3
C -2.8339 -2.5479 0.7702 0.3 -0.9 -0.1
O -3.3205 -2.0465 -0.4913 0.3 -0.5 1.1
C -2.0210 -1.4767 1.6347 0.7 -0.2 0.8
O -2.8212 -0.4446 2.2435 0.1 0.3 -2.2
C -3.2944 0.5079 1.3045 -4.3 1.6 -0.8
C -2.4686 1.1257 0.0976 1.5 -1.7 0.0
O -4.4984 0.8564 1.4219 4.6 -1.8 -0.3
H 2.2773 -2.8170 2.5837 0.8 -0.9 -1.1
H 2.1426 -4.2139 1.3722 0.9 1.0 0.5
H 3.6312 -4.0696 2.4283 -1.2 0.7 -0.6
H 4.7862 -2.6650 1.0423 -1.7 0.1 -0.5
H 3.5760 -2.9994 -0.2823 0.0 0.7 1.4
H 4.1568 -0.4655 0.3016 -1.3 -0.5 0.8
H 3.3455 -0.6679 1.9537 0.1 -0.6 -1.3
H 1.0038 -1.0262 0.7959 1.4 0.3 -0.9
H 1.8273 0.5414 0.3615 0.0 -1.8 -0.1
H 1.3062 0.0107 -1.8279 0.8 -1.8 0.7
H 2.9558 -0.8202 -1.7787 -1.5 -0.1 0.7
H 1.8404 -3.1874 -1.5338 -0.8 1.3 -0.1
H 1.1247 -2.2367 -2.9198 0.0 -0.2 1.7
H -0.6172 -1.3346 -0.9333 0.3 -1.8 -0.1
H -0.9423 -2.7472 -2.0379 0.7 0.1 1.6
H 0.1934 -4.3547 -0.1932 -0.9 1.3 0.5
H 0.2202 -2.9899 1.0171 -1.0 -0.4 -1.4
H -1.7086 -4.2333 1.6476 -0.2 0.2 -1.7
H -5.2720 -6.6927 0.0598 1.1 0.4 -0.2
H -3.6381 -7.0774 -0.5681 -0.5 0.6 0.4
H -5.1860 -4.8928 1.6830 -0.5 0.6 -0.5
H -4.1830 -2.4432 -0.7308 0.5 0.4 0.3
H -1.5505 -2.0685 2.5050 -0.8 1.0 -1.3
H -1.1530 -0.9853 1.0911 -1.3 -1.0 0.2
H -2.6007 2.2382 -0.0535 -0.3 -1.7 0.6
H -1.3488 0.9240 0.2686 -1.6 0.6 -0.3
H -2.7203 0.5577 -0.8733 0.1 0.8 1.6
C 5.3877 4.3646 -3.9259 0.0 -0.1 0.0
C 4.1135 3.9876 -4.3401 0.1 0.0 0.2
C 3.2503 3.3574 -3.4511 -0.1 0.0 -0.1
C 3.6733 3.1135 -2.1460 0.5 0.3 -0.5
C 4.9502 3.4815 -1.7272 0.0 0.0 0.1
C 5.8076 4.1086 -2.6241 -0.2 0.0 0.0
N 2.7594 2.4731 -1.1991 -0.4 -0.1 0.0
O 1.6513 2.1460 -1.6067 0.7 0.4 0.3
O 3.1522 2.3042 -0.0530 -0.1 0.2 -0.4
H 6.0571 4.8617 -4.6214 -0.1 0.0 0.1
H 3.7922 4.1884 -5.3565 0.0 0.0 0.1
H 2.2603 3.0688 -3.7856 0.1 0.0 0.2
H 5.2878 3.2904 -0.7148 -0.2 0.0 -0.1
H 6.8027 4.4021 -2.3083 -0.1 -0.1 0.0
C -5.4770 -11.1326 3.9915 0.0 0.0 0.0
C -6.0297 -11.3435 2.7314 0.0 0.2 0.1
C -6.4812 -10.2652 1.9800 0.0 -0.1 -0.2
C -6.3698 -8.9764 2.5000 0.2 -0.6 0.5
C -5.8243 -8.7590 3.7643 0.1 0.1 0.1
C -5.3781 -9.8441 4.5092 -0.1 0.0 -0.2
N -6.8206 -7.8363 1.7028 -0.3 -0.4 0.0
O -7.3103 -8.0646 0.6070 0.5 0.4 0.3
O -6.6759 -6.7139 2.1759 0.2 0.0 -0.4
H -5.1204 -11.9769 4.5729 -0.1 0.1 -0.1
H -6.1055 -12.3498 2.3341 0.0 0.1 0.0
H -6.9099 -10.4426 1.0001 0.0 0.2 0.1
H -5.7391 -7.7601 4.1774 -0.1 -0.1 -0.2
H -4.9494 -9.6865 5.4927 -0.1 0.0 -0.1
C -5.1122 3.3109 2.6651 0.0 -0.1 0.2
C -6.2829 3.8961 2.1915 0.3 0.2 0.2
C -6.5243 5.2486 2.4091 -0.1 0.0 -0.1
C -5.5826 6.0078 3.1001 0.1 -0.7 -0.2
C -4.4127 5.4273 3.5838 0.1 0.0 0.0
C -4.1809 4.0741 3.3638 -0.4 0.2 0.0
N -5.8196 7.4373 3.3103 -0.2 0.5 0.1
O -6.8642 7.9093 2.8893 0.5 -0.2 0.2
O -4.9564 8.0783 3.8916 -0.3 -0.3 -0.2
H -4.9241 2.2516 2.4875 -0.2 0.7 0.3
H -7.0066 3.2973 1.6489 0.1 0.1 0.1
H -7.4399 5.6923 2.0348 0.2 0.1 0.1
H -3.6780 6.0114 4.1271 -0.3 0.1 0.0
H -3.2715 3.6133 3.7339 -0.1 0.1 0.0
C 10.0082 3.5456 -8.5086 0.0 0.0 0.0
C 9.8057 4.8662 -8.1194 0.0 -0.2 0.1
C 9.4480 5.1586 -6.8081 0.0 0.1 0.0
C 9.3001 4.1188 -5.8927 0.2 -0.2 -0.8
C 9.4939 2.7941 -6.2775 0.0 -0.1 0.1
C 9.8487 2.5110 -7.5916 0.0 0.3 0.0
N 8.9480 4.4237 -4.5047 0.0 0.1 0.4
O 8.7667 5.5952 -4.2067 0.0 -0.5 -0.1
O 8.8582 3.4910 -3.7211 0.0 0.4 -0.3
H 10.2929 3.3216 -9.5319 0.0 0.0 0.1
H 9.9300 5.6685 -8.8385 0.0 -0.1 0.1
H 9.2932 6.1914 -6.5171 0.0 -0.2 0.2
H 9.3758 1.9797 -5.5717 0.0 0.2 0.1
H 10.0050 1.4834 -7.9012 0.0 0.1 0.1
C 1.2461 7.0934 2.8932 0.0 0.0 0.0
C 1.9698 6.1478 2.1722 -0.3 0.0 0.1
C 1.3305 5.0256 1.6581 0.1 -0.1 -0.1
C -0.0373 4.8630 1.8690 0.4 0.7 0.3
C -0.7661 5.8014 2.5960 -0.1 0.0 0.0
C -0.1179 6.9192 3.1087 0.2 -0.1 -0.1
N -0.7196 3.6966 1.3086 -0.1 -0.2 -0.1
O -0.0449 2.8855 0.6922 -0.3 0.4 0.3
O -1.9293 3.6023 1.4868 0.7 0.2 0.1
H 1.7476 7.9712 3.2883 -0.1 -0.1 0.0
H 3.0328 6.2880 2.0086 -0.1 -0.1 0.0
H 1.9051 4.2958 1.0981 -0.2 0.0 0.1
H -1.8296 5.6785 2.7676 0.1 -0.1 -0.2
H -0.6763 7.6578 3.6736 0.0 -0.1 -0.1
```
Forces are in eV/Å.

Gap between HOMO and LUMO in Eh: 0.22967
F_max in eV Å⁻¹: 4.92
Net charge: +1
Total energy in a.u.: -3821.17274
M in g/mol: 986.4

Here are the Löwdin charges for atoms 1 to 6, given in e: atom 1 (C): -0.128, atom 2 (C): -0.240, atom 3 (C): -0.210, atom 4 (C): -0.196, atom 5 (C): -0.195, atom 6 (C): -0.181